[1]
A molecular structure, C34H34N2O5P2PdS in a non-equilibrium geometry, computed with ωB97M-V/def2-TZVPD.

- HOMO level (spin up / spin down): -13.41 / -14.21 eV
- Energy above the lowest of the compared OMol25 structures with the same formula, charge and spin: 0.395 eV
- Max |F|: 0.0313 Eh/bohr
- Multiplicity: 5
- Net charge: +2
- E_tot: -3009.900315 Eh
- Orbital gap (spin up / spin down): 0.3161 / 0.2051 Eh
- Expectation value of S²: 6.04

Structure (XYZ):
```
79
Properties=species:S:1:pos:R:3:lowdin_spin:R:1
Pd -1.57 0.51 -1.61 1.34
C 0.55 -0.90 1.20 0.05
N 1.64 0.03 1.11 0.34
C 1.91 0.69 -0.15 0.09
P 1.27 -0.08 -1.77 0.43
C 2.57 0.42 -2.91 0.03
C 2.91 1.78 -3.06 0.02
C 3.84 2.16 -4.01 0.00
C 4.47 1.21 -4.79 0.03
C 4.17 -0.14 -4.63 0.00
C 3.20 -0.53 -3.72 0.03
C 1.33 -1.90 -1.67 0.07
C 0.13 -2.60 -1.89 0.00
C 0.12 -3.98 -1.86 0.00
C 1.29 -4.68 -1.61 0.00
C 2.48 -4.00 -1.37 0.01
C 2.50 -2.61 -1.39 0.02
C 2.34 0.41 2.22 0.07
C 2.97 1.67 2.27 0.11
C 3.70 2.05 3.37 0.01
C 3.81 1.18 4.47 0.18
C 3.20 -0.07 4.43 0.00
C 2.47 -0.46 3.33 0.11
P -1.14 -0.19 0.67 0.12
C -2.22 -1.38 1.49 0.02
C -3.39 -0.92 2.10 0.01
C -4.26 -1.83 2.69 0.00
C -3.97 -3.19 2.67 0.01
C -2.82 -3.64 2.03 0.00
C -1.95 -2.74 1.43 0.01
C -1.18 1.31 1.69 0.02
C -1.24 2.55 1.06 0.00
C -1.20 3.71 1.82 0.00
C -1.11 3.63 3.20 0.00
C -1.07 2.40 3.83 0.00
C -1.09 1.23 3.08 0.01
H 0.42 -1.22 2.23 0.00
H 0.73 -1.76 0.56 0.01
H 2.97 0.88 -0.25 0.01
H 1.38 1.65 -0.19 0.02
H 2.42 2.53 -2.46 0.00
H 4.06 3.21 -4.15 0.00
H 5.18 1.51 -5.55 0.00
H 4.68 -0.88 -5.22 0.00
H 2.93 -1.58 -3.65 0.00
H -0.78 -2.05 -2.10 0.00
H -0.80 -4.52 -2.05 0.00
H 1.29 -5.76 -1.60 0.00
H 3.39 -4.54 -1.17 0.00
H 3.43 -2.08 -1.21 0.00
H 2.86 2.37 1.45 0.01
H 4.18 3.01 3.40 0.00
H 4.39 1.48 5.33 0.01
H 3.31 -0.75 5.26 0.00
H 2.06 -1.46 3.31 0.00
H -3.63 0.13 2.11 0.00
H -5.16 -1.48 3.17 0.00
H -4.63 -3.89 3.15 0.00
H -2.60 -4.70 2.00 0.00
H -1.07 -3.11 0.92 0.00
H -1.33 2.61 -0.02 0.00
H -1.23 4.68 1.34 0.00
H -1.07 4.54 3.79 0.00
H -1.03 2.34 4.91 0.00
H -1.07 0.27 3.58 0.00
C -6.08 0.39 -1.27 0.00
C -4.68 0.90 -1.39 0.01
N -4.51 2.12 -1.88 0.00
O -3.72 0.17 -1.02 0.09
H -6.72 1.11 -0.75 0.00
H -6.10 -0.56 -0.74 0.00
H -6.49 0.23 -2.27 0.00
H -5.31 2.65 -2.19 0.00
H -3.61 2.42 -2.22 0.00
O -0.47 0.14 -3.47 0.27
S -0.53 1.67 -3.49 0.01
O 0.18 2.27 -4.55 0.03
O 0.07 1.98 -2.10 0.28
O -1.95 2.00 -3.34 0.10
```

---

[2]
A molecular structure, C34H35As2BrNO5RuSTe in a non-equilibrium geometry, computed with ωB97M-V/def2-TZVPD.

- HOMO level (spin up / spin down): -5.40 / -5.09 eV
- Energy above the lowest of the compared OMol25 structures with the same formula, charge and spin: 6.410 eV
- Max |F|: 0.0317 Eh/bohr
- Multiplicity: 2
- Net charge: 0
- E_tot: -9553.981177 Eh
- Orbital gap (spin up / spin down): 0.1318 / 0.1206 Eh
- Expectation value of S²: 0.82

Structure (XYZ):
```
81
Properties=species:S:1:pos:R:3:lowdin_spin:R:1
Ru -0.94 0.66 0.46 1.01
O -0.28 1.02 6.74 0.00
C -0.21 0.77 5.41 0.00
C -0.94 -0.23 4.78 0.00
C -0.79 -0.39 3.42 0.00
N 0.00 0.37 2.65 0.02
C 0.70 1.30 3.29 0.01
Br 1.86 2.36 2.24 0.00
C 0.64 1.56 4.65 0.00
H -0.93 0.44 7.15 0.00
H -1.62 -0.86 5.33 0.00
H -1.34 -1.17 2.90 0.00
H 1.22 2.35 5.10 0.00
C -3.21 -1.64 -1.29 0.00
As -1.53 -1.63 -0.29 -0.01
C -2.00 -3.09 0.94 0.00
C -0.43 -2.64 -1.60 0.00
C -0.12 -3.98 -1.38 0.00
C 0.66 -4.70 -2.28 0.00
C 1.13 -4.07 -3.43 0.00
C 0.83 -2.74 -3.66 0.00
C 0.06 -2.00 -2.76 0.00
As -0.32 -0.08 -3.05 0.00
C 0.28 0.07 -4.93 0.00
C 1.46 0.43 -2.34 0.00
H -3.37 -2.61 -1.77 0.00
H -3.20 -0.85 -2.04 0.00
H -4.02 -1.44 -0.59 0.00
H -2.52 -3.90 0.41 0.00
H -2.67 -2.69 1.69 0.00
H -1.11 -3.49 1.43 0.00
H -0.50 -4.49 -0.50 0.00
H 0.89 -5.74 -2.09 0.00
H 1.73 -4.63 -4.14 0.00
H 1.19 -2.28 -4.57 0.00
H 1.35 -0.11 -5.03 0.00
H 0.06 1.08 -5.26 0.00
H -0.27 -0.64 -5.56 0.00
H 2.23 -0.09 -2.91 0.00
H 1.32 -0.86 -0.90 0.00
H 1.61 1.51 -2.43 0.00
Te -3.42 1.14 1.31 -0.01
C -4.52 -0.44 2.19 -0.01
C -5.73 -0.91 1.76 0.00
C -6.29 -1.92 2.59 0.00
C -5.51 -2.22 3.66 0.00
S -4.09 -1.25 3.66 0.00
H -6.20 -0.52 0.87 0.00
H -7.24 -2.40 2.40 0.00
H -5.68 -2.94 4.44 0.00
O 4.09 0.37 -1.44 0.00
C 3.61 0.00 -0.47 0.00
O 1.57 0.08 -0.95 0.00
C 3.62 -0.55 0.80 0.00
C 2.48 -0.99 1.50 0.00
C 2.59 -1.46 2.80 0.00
C 3.84 -1.46 3.37 0.00
O 4.18 -1.84 4.60 0.00
C 5.60 -1.67 4.72 0.00
O 6.07 -1.12 3.49 0.00
C 4.98 -1.02 2.68 0.00
C 4.91 -0.56 1.41 0.00
H 1.51 -0.94 1.03 0.00
H 1.72 -1.79 3.35 0.00
H 6.07 -2.64 4.90 0.00
H 5.82 -0.98 5.54 0.00
H 5.78 -0.21 0.87 0.00
C -0.87 2.82 -0.25 0.01
C -0.03 3.28 -1.33 0.00
C -0.45 3.20 -2.67 -0.01
C 0.36 3.62 -3.72 0.00
C 1.64 4.12 -3.48 -0.01
C 2.07 4.22 -2.16 0.00
C 1.26 3.82 -1.11 -0.01
H -1.93 2.86 -0.51 0.01
H -0.67 3.26 0.72 0.01
H -1.44 2.83 -2.88 0.00
H -0.01 3.57 -4.73 0.00
H 2.27 4.44 -4.29 0.00
H 3.05 4.63 -1.94 0.00
H 1.61 3.93 -0.09 0.00
```

---

[3]
A molecular structure, C34H35AsBN8NaO, computed with ωB97M-V/def2-TZVPD.

- HOMO level (spin up / spin down): -11.24 / -11.24 eV
- Energy above the lowest of the compared OMol25 structures with the same formula, charge and spin: 0.054 eV
- Max |F|: 0.0042 Eh/bohr
- Multiplicity: 2
- Net charge: +1
- E_tot: -4252.745794 Eh
- Orbital gap (spin up / spin down): 0.3341 / 0.1885 Eh
- Expectation value of S²: 0.76

Structure (XYZ):
```
81
Properties=species:S:1:pos:R:3:lowdin_spin:R:1
Na 0.39 1.30 -1.06 0.00
C -1.43 2.65 1.77 0.00
C -2.28 1.81 0.87 0.01
C -3.68 1.69 0.86 0.00
C -3.95 0.80 -0.15 0.00
N -2.77 0.39 -0.67 0.01
N -1.74 1.03 -0.06 0.00
B -2.53 -0.45 -1.92 0.00
N -2.33 0.67 -3.11 0.21
C -3.22 1.03 -4.14 0.21
C -2.69 2.09 -4.81 0.00
C -1.49 2.37 -4.15 0.25
C -0.47 3.40 -4.38 0.05
N -1.32 1.46 -3.09 0.19
N -1.30 -1.34 -1.91 0.00
C -1.29 -2.68 -2.15 0.00
C 0.01 -3.11 -2.11 0.00
C 0.77 -1.95 -1.84 0.00
C 2.25 -1.82 -1.69 0.00
N -0.03 -0.90 -1.73 0.00
N -3.75 -1.26 -2.27 0.00
C -4.47 -2.06 -1.44 0.00
C -5.14 -2.98 -2.21 0.00
C -4.76 -2.68 -3.54 0.00
C -5.20 -3.35 -4.80 0.00
N -3.91 -1.67 -3.56 0.02
H -2.05 3.15 2.51 0.00
H -0.90 3.42 1.21 0.00
H -0.69 2.05 2.29 0.00
H -4.39 2.19 1.50 0.00
H -4.88 0.42 -0.52 0.00
H -4.12 0.45 -4.26 0.01
H -3.09 2.62 -5.66 0.00
H -0.73 4.03 -5.23 0.00
H 0.50 2.93 -4.56 0.02
H -0.36 4.02 -3.49 0.02
H -2.20 -3.22 -2.34 0.00
H 0.37 -4.12 -2.24 0.00
H 2.70 -2.80 -1.54 0.00
H 2.49 -1.20 -0.82 0.00
H 2.70 -1.37 -2.57 0.00
H -4.44 -1.94 -0.37 0.00
H -5.82 -3.74 -1.88 0.00
H -5.80 -4.23 -4.58 0.00
H -4.35 -3.65 -5.40 0.00
H -5.81 -2.67 -5.41 0.00
O 1.88 1.61 0.52 0.00
As 2.41 0.82 1.87 0.00
C 1.77 -0.99 1.90 0.00
C 2.61 -2.06 2.22 0.00
C 2.12 -3.35 2.18 0.00
C 0.79 -3.58 1.82 0.00
C -0.04 -2.52 1.51 0.00
C 0.44 -1.22 1.55 0.00
C 4.32 0.77 1.91 0.00
C 5.01 0.65 3.11 0.00
C 6.39 0.59 3.11 0.00
C 7.08 0.64 1.90 0.00
C 6.40 0.77 0.70 0.00
C 5.01 0.83 0.70 0.00
C 1.83 1.66 3.49 0.00
C 1.21 0.93 4.50 0.00
C 0.77 1.58 5.64 0.00
C 0.95 2.95 5.77 0.00
C 1.57 3.68 4.76 0.00
C 2.01 3.03 3.62 0.00
H 3.65 -1.89 2.48 0.00
H 2.77 -4.19 2.42 0.00
H 0.41 -4.60 1.78 0.00
H -1.07 -2.70 1.22 0.00
H -0.21 -0.40 1.29 0.00
H 4.47 0.62 4.05 0.00
H 6.93 0.50 4.04 0.00
H 8.17 0.60 1.90 0.00
H 6.94 0.82 -0.23 0.00
H 4.46 0.95 -0.23 0.00
H 1.06 -0.14 4.39 0.00
H 0.29 1.02 6.43 0.00
H 0.61 3.46 6.67 0.00
H 1.71 4.75 4.87 0.00
H 2.48 3.60 2.82 0.00
```

---

[4]
A molecular structure, C34H35BF5N2O2STi, computed with ωB97M-V/def2-TZVPD.

- HOMO level (spin up / spin down): -3.41 / -4.97 eV
- Energy above the lowest of the compared OMol25 structures with the same formula, charge and spin: 0.222 eV
- Max |F|: 0.0145 Eh/bohr
- Multiplicity: 3
- Net charge: -1
- E_tot: -3348.538157 Eh
- Orbital gap (spin up / spin down): 0.2160 / 0.2731 Eh
- Expectation value of S²: 2.02

Structure (XYZ):
```
81
Properties=species:S:1:pos:R:3:lowdin_spin:R:1
Ti -0.18 -0.12 0.46 1.09
C 0.04 -1.20 4.27 0.00
C 1.30 -2.07 4.34 0.00
C 0.94 -3.49 4.77 0.00
C 2.07 -2.02 3.03 0.00
C 2.56 -0.79 2.59 0.01
C 3.19 -0.67 1.36 0.01
C 3.37 -1.77 0.53 0.00
C 4.02 -1.63 -0.82 0.00
C 2.91 -3.00 0.99 0.00
C 2.27 -3.12 2.22 0.00
H -0.52 -1.26 5.20 0.00
H -0.62 -1.55 3.47 0.00
H 0.27 -0.16 4.07 0.00
H 1.95 -1.65 5.11 0.00
H 0.27 -3.96 4.05 0.00
H 0.41 -3.47 5.73 0.00
H 1.82 -4.13 4.88 0.00
H 2.45 0.10 3.21 0.00
H 3.54 0.31 1.04 0.00
H 5.10 -1.54 -0.73 0.00
H 3.66 -0.74 -1.34 0.00
H 3.81 -2.49 -1.45 0.00
H 3.02 -3.87 0.36 0.00
H 1.89 -4.09 2.50 0.00
F 0.35 -4.30 -4.78 0.00
C 0.08 -3.94 -3.52 0.00
C 0.69 -2.82 -2.96 0.00
F 1.55 -2.10 -3.68 0.00
C 0.37 -2.49 -1.66 0.00
F 0.97 -1.39 -1.14 0.01
C -0.52 -3.18 -0.85 0.00
S -0.89 -2.66 0.77 0.00
C -1.09 -4.31 -1.45 0.00
F -1.96 -5.06 -0.77 0.00
C -0.81 -4.68 -2.75 0.00
F -1.40 -5.75 -3.29 0.00
C -5.60 -1.00 -0.92 0.02
C -5.66 -0.39 0.33 0.00
C -4.52 0.09 0.95 0.02
C -3.28 -0.04 0.32 0.01
C -3.22 -0.63 -0.93 0.03
C -4.36 -1.11 -1.55 0.00
N -2.08 0.42 0.93 0.18
N -2.31 1.34 1.87 0.40
C -1.13 1.93 2.29 0.02
C -1.26 2.98 3.21 0.05
C -0.14 3.70 3.60 0.00
C 1.11 3.37 3.07 0.07
C 1.22 2.31 2.18 0.00
C 0.13 1.52 1.78 0.07
H -6.49 -1.38 -1.39 0.00
H -6.62 -0.29 0.84 0.00
H -4.57 0.56 1.92 0.00
H -2.27 -0.69 -1.46 0.01
H -4.29 -1.57 -2.53 0.00
H -2.25 3.23 3.58 0.00
H -0.24 4.52 4.30 0.00
H 1.98 3.94 3.34 0.00
H 2.21 2.09 1.78 0.00
C 1.56 4.13 -1.77 0.00
C 1.07 2.95 -2.60 0.00
C 1.88 2.83 -3.88 0.00
O 1.28 1.76 -1.82 0.00
B 0.10 1.43 -1.15 0.00
O -0.94 2.21 -1.66 0.00
C -0.47 2.94 -2.81 0.00
C -1.13 4.31 -2.82 0.00
C -0.91 2.14 -4.04 0.00
H 2.61 3.97 -1.53 0.00
H 1.00 4.21 -0.84 0.00
H 1.46 5.08 -2.32 0.00
H 2.94 2.92 -3.65 0.00
H 1.62 3.63 -4.59 0.00
H 1.71 1.87 -4.37 0.00
H -0.96 4.83 -1.88 0.00
H -2.20 4.19 -2.96 0.00
H -0.74 4.92 -3.63 0.00
H -0.44 1.16 -4.05 0.00
H -0.67 2.65 -4.97 0.00
H -1.99 2.00 -3.98 0.00
```

---

[5]
A molecular structure, C34H35BrN6PdSSb, computed with ωB97M-V/def2-TZVPD.

- HOMO level: -16.54 eV
- Energy above the lowest of the compared OMol25 structures with the same formula, charge and spin: 0.000 eV
- Max |F|: 0.0157 Eh/bohr
- Net charge: +3
- E_tot: -4984.483956 Eh
- Orbital gap: 0.2334 Eh

Structure (XYZ):
```
79
Properties=species:S:1:pos:R:3:lowdin_charge:R:1
Pd -1.15 1.22 -0.56 0.66
C -3.20 5.58 -3.21 -0.01
C -2.85 4.12 -3.26 -0.22
C -3.08 3.35 -4.41 0.04
C -2.75 2.01 -4.43 -0.05
C -2.20 1.46 -3.30 -0.72
Br -1.74 -0.36 -3.17 0.88
N -1.97 2.17 -2.19 -0.13
C -2.29 3.48 -2.18 -0.06
H -2.72 6.12 -4.03 0.10
H -2.89 6.03 -2.27 0.09
H -4.28 5.72 -3.32 0.10
H -3.51 3.81 -5.29 0.15
H -2.93 1.40 -5.31 0.13
H -2.08 4.01 -1.26 0.13
C 2.74 -0.48 3.58 -0.04
C 2.88 -1.90 3.11 -0.29
C 3.48 -2.85 3.92 -0.01
C 3.56 -4.19 3.54 -0.01
C 3.04 -4.61 2.33 -0.04
C 2.43 -3.69 1.49 -0.10
C 2.37 -2.35 1.89 -0.31
Sb 1.63 -1.08 0.43 1.65
C 0.82 -2.23 -1.11 -0.35
C -0.39 -2.86 -0.82 -0.15
C -0.97 -3.71 -1.75 -0.07
C -0.32 -3.93 -2.96 -0.03
C 0.90 -3.32 -3.23 -0.01
C 1.51 -2.47 -2.31 -0.29
C 2.87 -1.90 -2.61 -0.03
C 2.99 0.40 -0.14 -0.33
C 4.25 0.34 0.45 -0.10
C 5.19 1.32 0.17 -0.02
C 4.86 2.37 -0.67 -0.01
C 3.60 2.43 -1.25 0.00
C 2.65 1.44 -1.01 -0.30
C 1.36 1.49 -1.78 -0.05
H 3.51 -0.23 4.31 0.10
H 1.78 -0.34 4.08 0.07
H 2.81 0.25 2.77 0.05
H 3.89 -2.54 4.88 0.13
H 4.04 -4.90 4.20 0.13
H 3.10 -5.65 2.04 0.13
H 2.03 -4.02 0.54 0.10
H -0.87 -2.72 0.14 0.08
H -1.90 -4.21 -1.53 0.12
H -0.76 -4.60 -3.69 0.13
H 1.40 -3.53 -4.16 0.13
H 3.21 -2.24 -3.59 0.10
H 3.61 -2.24 -1.88 0.10
H 2.89 -0.81 -2.61 0.07
H 4.51 -0.48 1.11 0.11
H 6.18 1.26 0.61 0.13
H 5.58 3.15 -0.88 0.13
H 3.36 3.25 -1.92 0.13
H 1.34 2.32 -2.48 0.11
H 0.48 1.75 -1.11 0.00
H 1.11 0.57 -2.31 0.06
S -0.09 0.51 1.33 0.70
C -1.11 -0.30 2.53 -0.59
C -0.89 0.08 3.85 -0.11
C -1.65 -0.50 4.85 -0.03
C -2.63 -1.43 4.54 -0.03
C -2.86 -1.78 3.21 -0.04
C -2.10 -1.22 2.20 -0.12
H -0.14 0.82 4.09 0.11
H -1.49 -0.21 5.88 0.13
H -3.23 -1.87 5.32 0.13
H -3.63 -2.50 2.97 0.12
H -2.29 -1.48 1.16 0.08
N -5.20 3.30 1.60 0.18
N -4.57 2.28 0.94 -0.25
N -5.23 1.48 0.12 0.18
C -4.26 0.75 -0.39 -0.15
N -3.08 1.09 0.14 -0.12
N -3.30 2.11 0.98 0.11
H -6.19 3.08 1.68 0.13
H -4.75 3.46 2.49 0.13
H -4.41 -0.06 -1.08 0.13
```

---

[6]
A molecular structure, C34H35CdMgN10O9 in a non-equilibrium geometry, computed with ωB97M-V/def2-TZVPD.

- HOMO level: -9.55 eV
- Max |F|: 0.0787 Eh/bohr
- Net charge: +1
- E_tot: -2908.123569 Eh
- Orbital gap: 0.0757 Eh

Structure (XYZ):
```
90
Properties=species:S:1:pos:R:3:lowdin_charge:R:1
Mg 3.42 -2.98 0.13 1.37
Cd -3.39 -1.21 1.63 1.32
N -0.39 -4.77 1.54 -0.63
O -0.51 -6.01 1.43 0.07
O -1.31 -3.99 1.64 -0.03
O 0.71 -4.22 1.56 -0.06
N 0.42 0.27 -0.67 -0.65
O -0.60 0.00 0.00 -0.14
O 0.55 1.32 -1.23 0.01
O 1.36 -0.58 -0.63 -0.13
N 1.07 -5.54 -2.70 -0.64
O 1.92 -4.81 -2.23 -0.06
O 0.23 -5.08 -3.47 0.02
O 0.96 -6.73 -2.30 0.01
N -0.91 5.29 1.06 0.00
C -1.45 6.54 1.09 -0.14
C -1.70 6.89 2.43 -0.12
C -1.40 5.75 3.21 -0.12
C -0.83 4.79 2.35 -0.13
H -0.77 4.74 0.22 0.15
H -1.52 7.21 0.25 0.10
H -2.07 7.84 2.78 0.09
H -1.62 5.71 4.26 0.08
H -0.44 3.81 2.57 0.09
N 4.44 -0.94 2.62 0.02
C 4.61 0.37 2.42 -0.13
C 4.79 1.28 3.51 -0.04
C 4.97 0.80 4.80 -0.09
C 4.91 -0.53 5.02 -0.06
C 4.70 -1.36 3.90 -0.12
H 4.53 0.85 1.45 0.11
H 4.97 2.31 3.24 0.11
H 5.08 1.57 5.55 0.12
H 5.04 -0.92 6.02 0.11
H 4.63 -2.42 4.04 0.10
N -1.77 0.12 4.56 0.03
C -0.53 -0.29 5.03 -0.15
C 0.02 0.16 6.17 -0.08
C -0.66 1.13 6.93 -0.06
C -1.87 1.60 6.53 -0.08
C -2.41 1.07 5.36 -0.13
H 0.10 -0.94 4.43 0.10
H 0.95 -0.25 6.53 0.11
H -0.23 1.58 7.81 0.11
H -2.55 2.22 7.10 0.11
H -3.43 1.32 5.13 0.09
N -4.60 -2.68 -1.35 0.02
C -4.16 -2.34 -2.59 -0.12
C -4.59 -2.96 -3.83 -0.03
C -5.46 -4.04 -3.70 -0.06
C -5.99 -4.34 -2.43 -0.07
C -5.59 -3.63 -1.30 -0.14
H -3.53 -1.48 -2.76 0.10
H -4.23 -2.69 -4.81 0.10
H -5.77 -4.66 -4.52 0.11
H -6.68 -5.17 -2.41 0.11
H -6.08 -3.83 -0.36 0.09
N -5.48 1.44 1.21 0.01
C -6.77 1.49 1.71 -0.14
C -7.62 2.61 1.67 -0.05
C -7.12 3.76 1.04 -0.05
C -5.85 3.74 0.53 -0.07
C -5.05 2.63 0.71 -0.16
H -7.23 0.60 2.13 0.09
H -8.63 2.59 2.05 0.11
H -7.73 4.65 0.92 0.11
H -5.51 4.55 -0.09 0.11
H -4.05 2.63 0.31 0.10
N 1.29 -1.08 -8.27 0.04
C 0.84 -1.52 -7.07 -0.13
C 0.92 -0.71 -5.91 -0.07
C 1.55 0.53 -6.03 -0.09
C 2.16 0.94 -7.25 -0.07
C 1.99 0.07 -8.33 -0.16
H 0.42 -2.51 -6.95 0.10
H 0.53 -1.00 -4.94 0.09
H 1.63 1.20 -5.19 0.09
H 2.76 1.84 -7.22 0.09
H 2.45 0.26 -9.29 0.10
N 5.90 -1.91 -1.67 0.03
C 7.28 -1.96 -1.35 -0.13
C 8.38 -1.46 -2.05 -0.05
C 8.06 -0.85 -3.25 -0.06
C 6.74 -0.71 -3.68 -0.05
C 5.72 -1.16 -2.85 -0.12
H 7.57 -2.44 -0.43 0.09
H 9.42 -1.59 -1.76 0.11
H 8.79 -0.50 -3.97 0.11
H 6.56 -0.18 -4.61 0.11
H 4.69 -1.02 -3.17 0.10
```